Record 1
# C4H6O2

A single C4H6O2 molecule (ωB97M-V with the def2-TZVPD basis set, the Open Molecules 2025 dataset).

Cartesian coordinates (Å):
O 0.836391 2.185076 0.277637
C 0.469210 1.044595 0.149541
C -0.970396 0.547504 0.073383
C -0.809240 -0.961814 -0.149991
O 0.534696 -1.302153 0.188440
C 1.370910 -0.182113 0.034635
H -1.505040 1.059267 -0.735374
H -1.493869 0.794725 1.004587
H -1.454439 -1.573778 0.490166
H -1.006423 -1.236579 -1.195828
H 1.879798 -0.175770 -0.945103
H 2.148402 -0.198961 0.807904

Atomic forces in eV per Å
O -0.15 -0.46 -0.08
C 0.15 0.26 0.05
C -0.07 -0.08 0.01
C -0.32 -0.06 -0.08
O 0.04 -0.05 0.18
C 0.22 0.13 -0.03
H 0.18 -0.10 0.14
H 0.20 -0.08 -0.10
H 0.08 0.19 -0.17
H 0.04 0.09 0.11
H -0.16 0.06 0.10
H -0.21 0.10 -0.11

Summary:
* HOMO energy: -9.68 eV
* SMILES: O=C1CCOC1
* M: 86.09 g mol⁻¹
* energy above the lowest of the compared OMol25 structures with the same formula, charge and spin: 0.915 eV
* maximum force: 0.488 eV/A

natural (NBO) atomic charge list, values in e, 8 entries: -0.515, 0.584, -0.562, -0.068, -0.519, -0.186, 0.246, 0.246



Record 2
# C4H6O2

A single C4H6O2 molecule (ωB97M-V with the def2-TZVPD basis set, the Open Molecules 2025 dataset).

Cartesian coordinates (Å):
C -1.340681 -0.524200 -0.479138
C 0.088213 -0.025495 -0.524786
C 0.544106 1.129255 0.388335
O 1.909672 0.772970 0.232356
C 1.116269 -0.445143 0.545798
O 0.407173 0.232605 1.575814
H -1.415122 -1.528135 -0.910220
H -1.707994 -0.554515 0.549519
H -1.994556 0.132351 -1.065438
H 0.512962 0.017707 -1.531354
H 0.246988 2.177398 0.467871
H 1.632973 -1.384802 0.751242

Atomic forces in eV per Å
C 0.00 -0.04 0.03
C -0.07 -0.04 -0.12
C -0.59 0.47 0.24
O 0.10 -0.50 0.04
C 0.54 -0.51 -0.27
O -0.15 0.49 -0.15
H 0.02 0.13 0.06
H 0.04 -0.01 -0.15
H 0.14 -0.10 0.10
H -0.06 0.10 0.15
H 0.08 -0.20 0.06
H -0.05 0.20 0.01

Summary:
* HOMO energy: -10.27 eV
* M: 86.09 g mol⁻¹
* energy above the lowest of the compared OMol25 structures with the same formula, charge and spin: 3.620 eV
* maximum force: 0.794 eV/A

natural (NBO) atomic charge list, values in e, 8 entries: -0.635, -0.235, 0.317, -0.510, 0.316, -0.518, 0.216, 0.231



Repeat the second record exactly.
# C4H6O2

A single C4H6O2 molecule (ωB97M-V with the def2-TZVPD basis set, the Open Molecules 2025 dataset).

Cartesian coordinates (Å):
C -1.340681 -0.524200 -0.479138
C 0.088213 -0.025495 -0.524786
C 0.544106 1.129255 0.388335
O 1.909672 0.772970 0.232356
C 1.116269 -0.445143 0.545798
O 0.407173 0.232605 1.575814
H -1.415122 -1.528135 -0.910220
H -1.707994 -0.554515 0.549519
H -1.994556 0.132351 -1.065438
H 0.512962 0.017707 -1.531354
H 0.246988 2.177398 0.467871
H 1.632973 -1.384802 0.751242

Atomic forces in eV per Å
C 0.00 -0.04 0.03
C -0.07 -0.04 -0.12
C -0.59 0.47 0.24
O 0.10 -0.50 0.04
C 0.54 -0.51 -0.27
O -0.15 0.49 -0.15
H 0.02 0.13 0.06
H 0.04 -0.01 -0.15
H 0.14 -0.10 0.10
H -0.06 0.10 0.15
H 0.08 -0.20 0.06
H -0.05 0.20 0.01

Summary:
* HOMO energy: -10.27 eV
* M: 86.09 g mol⁻¹
* energy above the lowest of the compared OMol25 structures with the same formula, charge and spin: 3.620 eV
* maximum force: 0.794 eV/A

natural (NBO) atomic charge list, values in e, 8 entries: -0.635, -0.235, 0.317, -0.510, 0.316, -0.518, 0.216, 0.231



Question: The highest HOMO energy belongs to which entry?
Answer: number 1